A molecular structure, C18H37F12N5NiO12S4 at a distorted geometry, computed with ωB97M-V/def2-TZVPD.

As for the frontier orbital gap (spin up / spin down): 9.8 / 8.3 eV. As for the molecular weight: 930.5 g/mol. The value obtained for the total energy is -168272.367 eV. As for the net charge: 0. As for the expectation value of S²: 2.00. The value obtained for the energy relative to the best compared isomer or geometry (same formula, charge and spin) is 0.232 eV. The spin multiplicity is 3. The lowest unoccupied orbital energy (spin up / spin down) is 0.007 / -0.046 Eh.

```
89
Properties=species:S:1:pos:R:3:lowdin_charge:R:1
Ni 0.621 -0.021 -1.893 0.744
C 0.641 -4.203 -2.172 -0.620
F 0.746 -5.350 -1.584 0.183
F 0.790 -4.385 -3.533 0.106
F -0.513 -3.685 -1.796 0.131
S 1.965 -2.954 -1.395 0.742
O 1.314 -2.586 -0.138 -0.321
O 3.266 -3.557 -1.416 -0.262
N 1.800 -1.511 -2.439 -0.332
S 2.813 -1.729 -3.645 0.639
O 3.030 -3.080 -4.223 -0.293
O 2.296 -0.787 -4.655 -0.310
C 4.552 -1.172 -2.995 -0.555
F 5.052 -0.266 -3.864 0.136
F 4.417 -0.532 -1.801 0.078
F 5.283 -2.314 -2.853 0.115
C 2.402 3.847 -1.610 -0.560
F 2.508 5.157 -2.048 0.117
F 3.517 3.423 -1.063 0.166
F 1.473 3.926 -0.613 0.094
S 1.886 2.559 -2.962 0.755
O 1.760 3.164 -4.294 -0.259
O 2.814 1.408 -2.950 -0.313
N 0.415 1.854 -2.433 -0.347
S -0.672 2.871 -2.896 0.625
O -1.945 2.618 -2.235 -0.311
O -0.374 4.330 -2.863 -0.297
C -1.136 2.390 -4.812 -0.566
F -2.219 1.631 -4.856 0.127
F -1.341 3.407 -5.614 0.175
F -0.203 1.520 -5.375 0.065
C -0.212 2.322 5.201 -0.060
C -0.569 3.764 4.875 -0.474
C -1.729 3.945 3.842 -0.135
O -1.263 3.432 2.515 -0.234
C -1.169 4.316 1.385 -0.087
N -1.031 4.346 6.088 0.034
H 0.527 2.249 5.999 0.080
H 0.236 1.698 4.428 0.064
H -1.091 1.789 5.563 0.079
H 0.266 4.315 4.441 0.139
H -2.140 4.945 3.705 0.118
H -2.529 3.362 4.298 0.112
H -0.843 3.879 0.442 0.058
H -0.576 5.133 1.796 0.095
H -2.152 4.539 0.970 0.085
H -1.396 5.246 5.813 0.074
H -1.822 3.731 6.220 0.065
C -1.314 -4.903 1.146 -0.028
C -1.753 -3.747 2.211 -0.363
C -0.529 -3.195 2.938 -0.190
O -0.787 -2.653 4.237 -0.202
C 0.361 -2.401 5.025 -0.102
N -2.335 -2.694 1.405 0.040
H -1.180 -5.868 1.634 0.068
H -0.340 -4.607 0.757 0.046
H -2.076 -5.163 0.410 0.071
H -2.444 -4.150 2.951 0.136
H -0.050 -2.411 2.351 0.098
H 0.181 -3.994 3.153 0.129
H 1.194 -2.155 4.367 0.086
H 0.630 -3.311 5.563 0.083
H 0.152 -1.724 5.854 0.088
H -3.246 -2.980 1.077 0.090
H -2.449 -2.005 2.135 0.078
C 2.628 0.263 0.373 -0.101
O 1.304 0.454 -0.066 -0.270
C 0.351 0.278 1.049 -0.097
C -1.098 0.214 0.515 -0.120
N -1.162 -0.709 -0.676 -0.044
C -2.409 -0.536 -1.395 -0.200
C -2.419 -1.069 -2.797 -0.141
O -1.083 -0.756 -3.330 -0.238
C -0.876 -1.494 -4.448 -0.141
H 3.307 0.549 -0.430 0.073
H 3.000 -0.648 0.840 0.104
H 2.928 0.961 1.154 0.100
H 0.494 1.153 1.682 0.128
H 0.621 -0.663 1.529 0.098
H -1.328 1.224 0.175 0.107
H -1.898 -0.109 1.181 0.118
H -1.379 -1.573 -0.200 0.069
H -2.805 0.477 -1.326 0.113
H -3.236 -1.098 -0.962 0.121
H -3.236 -0.687 -3.410 0.134
H -2.672 -2.126 -2.876 0.122
H -1.788 -1.680 -5.016 0.102
H -0.494 -2.478 -4.175 0.080
H -0.232 -0.973 -5.156 0.090
```

***

2 unconnected molecules or ions with the total composition C6H7O5S at a distorted geometry, computed with ωB97M-V/def2-TZVPD.

As for the frontier orbital gap (spin up / spin down): 7.0 / 7.7 eV. As for the molecular weight: 191.2 g/mol. The value obtained for the total energy is -27405.066 eV. As for the net charge: -1. The value obtained for the energy relative to the best compared isomer or geometry (same formula, charge and spin) is 3.157 eV. The lowest unoccupied orbital energy (spin up / spin down) is 0.086 / 0.101 Eh.

```
19
Properties=species:S:1:pos:R:3:nbo_charge:R:1
C 1.171 3.181 0.874 -0.295
C 1.052 1.980 0.271 -0.027
C 2.344 2.588 0.318 0.439
C 0.474 -1.523 -0.197 -0.610
C -0.907 0.541 -0.543 -0.264
C -0.769 -0.719 0.211 -0.018
O -2.056 2.921 -0.605 -0.991
O 3.521 2.624 0.077 -0.623
O -3.352 0.853 -0.364 -0.995
O -2.040 1.713 1.521 -1.009
O -0.765 -0.540 1.599 -0.747
S -2.193 1.642 0.063 2.371
H 0.725 4.011 1.369 0.225
H 0.391 -1.857 -1.228 0.193
H 1.351 -0.891 -0.087 0.223
H 0.572 -2.383 0.465 0.213
H -0.739 0.550 -1.605 0.210
H -1.667 -1.322 -0.061 0.201
H -1.246 0.315 1.765 0.503
```

***

Which of these has the lowest molecular weight? C6H7O5S

***

Number 2 is which compound? C6H7O5S

***

The lowest energy relative to the best compared isomer or geometry (same formula, charge and spin) belongs to which entry? C18H37F12N5NiO12S4

***

Which of these has the highest energy relative to the best compared isomer or geometry (same formula, charge and spin)? C6H7O5S